Record 1
C4H4LiO5Y | ωB97M-V/def2-TZVPD

XYZ file:
```
15
Properties=species:S:1:pos:R:3:lowdin_charge:R:1
O -0.92999 0.43806 2.37116 0.03
C -1.50470 1.52481 2.82157 -0.56
C -0.26720 -0.42023 3.41578 -0.05
O -2.21147 2.25837 2.13848 0.05
O -1.00650 1.74412 4.04283 0.11
C -0.04318 0.76544 4.37863 -0.10
H -0.03914 -1.31030 2.82855 0.12
H -0.32255 -1.17134 4.21422 0.14
H 0.98204 1.12692 4.29500 0.14
H -0.21873 0.44511 5.40607 0.14
O 1.30060 -2.04871 0.32941 0.01
C 0.48636 -1.24211 0.26670 -0.65
O -0.28052 -0.58369 -0.57820 -0.27
Li -1.87428 1.98553 0.23144 0.80
Y 1.74289 -0.88953 -2.13883 1.08
```

Results
- Expectation value of S²: 0.754
- LUMO energy (alpha / beta): -4.0 / -3.9 eV
- Spin multiplicity: 2
- Strongest force on any atom: 0.140 hartree/bohr
- Calculated total energy: -576.39575 Ha
- Charge: +1
- HOMO level (alpha / beta): -8.910 / -8.857 eV

Record 2
C16H34N2O6PS | ωB97M-V/def2-TZVPD

XYZ file:
```
60
Properties=species:S:1:pos:R:3:lowdin_charge:R:1
C -0.28608 3.95644 -1.77008 -0.17
C 0.69603 3.09563 -2.67416 -0.38
P 0.14733 1.27513 -2.66611 0.95
C 1.74287 0.33140 -2.84242 -0.30
C -0.58043 1.05607 -0.94749 -0.37
C -2.02265 1.25489 -0.78283 0.01
C -2.67905 1.12854 0.49465 -0.14
C -4.18571 1.31975 0.76983 -0.18
S -5.30143 0.82617 -0.59248 0.70
O -6.48525 0.17632 -0.05646 -0.33
O -5.71072 2.07702 -1.23175 -0.36
C -1.75672 0.79655 1.59538 0.08
N -0.46039 0.67032 1.26694 0.03
N 0.16798 0.75426 0.12781 0.11
H -0.11548 3.74060 -0.68413 0.06
H -1.36175 3.71724 -1.97014 0.06
H -0.06751 5.04724 -1.89737 0.09
H 1.67128 3.09600 -2.11995 0.08
H 0.77893 3.48648 -3.71008 0.08
H 2.46887 0.70896 -2.07219 0.03
H 1.64465 -0.77416 -2.80881 0.05
H 2.18643 0.63439 -3.82819 0.06
H -2.61823 1.50273 -1.68938 0.12
H -4.41871 0.74872 1.71051 0.12
H -4.38283 2.39371 1.02740 0.14
H -4.67411 0.08294 -1.57067 0.10
H -2.11677 0.67555 2.64251 0.17
H 0.14833 0.46324 2.07003 0.19
C 8.73920 0.41063 -3.47701 -0.10
O 8.25313 0.02725 -2.19870 -0.19
C 7.16669 0.83304 -1.76453 -0.20
C 5.84018 0.11356 -1.94019 -0.21
O 5.52651 -0.07023 -3.31625 -0.21
C 5.78280 -1.39637 -3.75584 -0.11
H 9.42276 -0.36387 -3.82459 0.09
H 7.93085 0.51426 -4.20489 0.08
H 9.28945 1.35371 -3.40017 0.09
H 7.16074 1.79539 -2.28596 0.13
H 7.32168 1.02950 -0.69871 0.13
H 5.04554 0.73674 -1.51290 0.11
H 5.84064 -0.84249 -1.40781 0.13
H 5.02547 -2.07776 -3.35360 0.09
H 6.77729 -1.73646 -3.45802 0.09
H 5.72298 -1.41022 -4.84383 0.09
C -5.98607 -1.42396 4.92461 -0.10
O -4.61950 -1.23439 4.57489 -0.22
C -3.74622 -2.07504 5.32518 -0.20
C -3.28209 -3.26677 4.50454 -0.21
O -4.35628 -4.15158 4.22353 -0.18
C -4.84740 -4.01381 2.89979 -0.11
H -6.59961 -0.90851 4.18529 0.09
H -6.26034 -2.48073 4.92886 0.09
H -6.18348 -0.98742 5.90812 0.09
H -4.22287 -2.40265 6.25308 0.13
H -2.87299 -1.46988 5.59200 0.12
H -2.55008 -3.83119 5.09152 0.13
H -2.79205 -2.93949 3.58061 0.11
H -4.13377 -4.44361 2.18879 0.09
H -5.03648 -2.96730 2.64416 0.08
H -5.78557 -4.56250 2.82767 0.09
```

Results
- LUMO energy: -5.2 eV
- Spin multiplicity: 1
- Strongest force on any atom: 0.109 hartree/bohr
- Calculated total energy: -1930.06742 Ha
- Charge: +1
- HOMO level: -11.077 eV

Record 3
C15H8Cl5F3N6O3STc | ωB97M-V/def2-TZVPD

XYZ file:
```
42
Properties=species:S:1:pos:R:3:lowdin_charge:R:1
Tc 0.26991 -0.26055 -0.97353 1.36
N 0.55564 -2.49812 1.48975 0.21
C 0.70181 -1.25057 1.92789 -0.45
N 0.90366 -1.05912 3.21856 0.20
C 1.01844 0.20303 3.63151 -0.39
N 1.27808 0.43519 4.90397 0.23
N 0.86946 1.29883 2.82377 0.21
C 0.66660 1.03096 1.57719 -0.27
N 0.60255 -0.21555 1.02766 0.00
C 0.45110 2.15019 0.62838 -0.17
C 0.54825 3.46987 1.01100 0.04
C 0.33021 4.45436 0.05567 0.01
C 0.02259 4.08180 -1.24276 0.00
C -0.06180 2.73712 -1.55321 -0.08
N 0.14528 1.78398 -0.63574 -0.05
H 0.70886 -3.23349 2.16229 0.14
H 0.60745 -2.71907 0.50707 0.07
H 1.40869 -0.33621 5.53830 0.14
H 1.37340 1.38118 5.23402 0.13
H 0.79548 3.70399 2.03606 0.13
H 0.40495 5.49974 0.32304 0.13
H -0.14561 4.81897 -2.01460 0.13
H -0.28894 2.40439 -2.55579 0.10
F 3.63164 -3.72845 -0.91594 0.19
C 3.65797 -2.41291 -0.84684 -0.68
F 4.81969 -1.94024 -1.23356 0.20
F 3.39901 -2.02030 0.39978 0.15
S 2.34192 -1.74790 -1.96118 0.60
O 2.66301 -2.11229 -3.28448 -0.18
O 2.27989 -0.27446 -1.64222 -0.41
O 1.03633 -2.24674 -1.40340 -0.44
Cl -2.64252 -0.92609 1.45954 0.89
C -2.87087 -0.96342 -0.19888 -0.63
C -1.78369 -0.66179 -1.05554 -0.30
C -2.07928 -0.67235 -2.38255 -0.63
Cl -0.72799 -0.28821 -3.40414 0.83
C -3.35687 -0.97833 -2.94730 -0.65
Cl -3.56293 -0.97407 -4.59795 0.91
C -4.41866 -1.29790 -2.06949 -0.70
Cl -5.94373 -1.68235 -2.70171 0.81
C -4.18495 -1.28882 -0.70592 -0.67
Cl -5.42407 -1.66428 0.37124 0.84
```

Results
- Expectation value of S²: 3.782
- LUMO energy (alpha / beta): -6.8 / -10.4 eV
- Spin multiplicity: 4
- Strongest force on any atom: 0.005 hartree/bohr
- Calculated total energy: -4209.70941 Ha
- Charge: +2
- HOMO level (alpha / beta): -15.299 / -15.196 eV

Record 4
C15H29BBrN3O3P | ωB97M-V/def2-TZVPD

XYZ file:
```
53
Properties=species:S:1:pos:R:3:lowdin_charge:R:1
C 3.33588 -4.34712 0.11135 -0.08
C 1.87781 -3.88738 -0.16503 -0.69
P 1.95151 -2.02292 0.05620 0.64
O 1.74559 -1.45231 -1.48716 -0.40
Br 0.06326 -1.39916 1.13620 0.28
C 1.43164 -4.39940 -1.60807 -0.21
O 0.36272 -5.28166 -1.38203 -0.10
B -0.21839 -4.72466 -0.13975 -0.65
O 1.04826 -4.58423 0.69383 -0.13
H 4.00580 -3.49079 0.16949 0.03
H 3.38368 -4.89074 1.03624 0.07
H 3.70341 -4.99572 -0.66903 0.06
H 0.88753 -1.77403 -1.80277 -0.03
H 1.16085 -3.62754 -2.32783 0.07
H 2.17658 -5.00178 -2.12924 0.11
H -1.06602 -5.46355 0.32575 0.06
H -0.63358 -3.57283 -0.29689 0.01
C -3.42013 -2.63411 -1.89701 -0.10
C -2.99023 -1.18376 -1.70985 -0.26
C -2.36022 -0.57869 -2.96799 -0.18
C -1.16206 -1.31959 -3.37368 -0.20
N -0.23586 -1.90144 -3.68878 0.18
H -2.56612 -3.27847 -2.11022 0.07
H -3.88795 -3.01129 -0.98853 0.08
H -4.13949 -2.72903 -2.71566 0.07
H -2.28420 -1.12666 -0.88204 0.07
H -3.85758 -0.57919 -1.43301 0.10
H -2.07633 0.45864 -2.78878 0.11
H -3.06700 -0.59689 -3.79926 0.11
C 0.72703 2.48326 4.22380 -0.13
C 1.80413 2.76420 3.18278 -0.28
C 2.40509 1.48910 2.58405 -0.19
C 3.03913 0.67577 3.62731 -0.25
N 3.53095 0.07552 4.46318 0.14
H 1.13543 1.94396 5.08076 0.07
H 0.30486 3.41854 4.59664 0.06
H -0.08293 1.89304 3.80043 0.05
H 2.59515 3.36484 3.64130 0.11
H 1.37784 3.35714 2.37623 0.07
H 3.15754 1.73798 1.83590 0.12
H 1.62768 0.90159 2.09422 0.05
C -0.28794 4.99107 -1.42474 -0.11
C -1.73858 5.15171 -0.98343 -0.26
C -1.88958 5.26407 0.53709 -0.18
C -1.38101 4.05942 1.20011 -0.20
N -0.98464 3.10933 1.68998 0.20
H 0.14884 4.07230 -1.03157 0.07
H -0.22229 4.94466 -2.51161 0.07
H 0.32091 5.83151 -1.08524 0.08
H -2.32173 4.30269 -1.34434 0.11
H -2.16024 6.04801 -1.44281 0.10
H -2.93723 5.39059 0.80938 0.11
H -1.33775 6.12603 0.91414 0.12
```

Results
- LUMO energy: 2.0 eV
- Spin multiplicity: 1
- Strongest force on any atom: 0.036 hartree/bohr
- Calculated total energy: -3919.25285 Ha
- Charge: -1
- HOMO level: -4.265 eV